# 1
10
Properties=species:S:1:pos:R:3 method="wB97M-V/def2-TZVPD" smiles="O=C1[C@]23C[C@]12[C@H]3F" relative_energy_kcal_mol=67.0 homo_ev=-10.349 charge=0 gap_ev=11.2514 e_tot_ev=-9993.803
O -2.3040 0.3258 -1.0697
C -1.2350 0.2672 -0.6000
C -0.2901 -0.6967 0.1264
C 0.8630 -0.4403 -0.7826
C 0.1250 0.7693 -0.3055
C 0.1332 0.3078 1.1477
F -0.8023 0.7962 2.0271
H 0.6129 -0.8618 -1.7863
H 1.7293 -0.7036 -0.2403
H 1.1680 0.2362 1.4832


# 2
52
Properties=species:S:1:pos:R:3 method="wB97M-V/def2-TZVPD" spin_multiplicity=8 relative_energy_kcal_mol=24.5 homo_ev="-12.838 / -12.930" charge=+2 gap_ev="6.0468 / 6.1410" e_tot_ev=-68684.138
Eu -13.5223 -4.6011 12.7144
O -11.0973 -6.4274 9.1026
C -11.7300 -6.0382 10.2691
O -12.9516 -5.7616 10.3312
C -10.8509 -6.1819 11.3833
C -9.5389 -6.7600 11.3225
C -8.7058 -6.5873 12.4221
C -9.0978 -5.7230 13.4162
C -10.4549 -5.2612 13.5104
N -11.2639 -5.6818 12.5459
C -11.0639 -4.5041 14.6575
O -10.2561 -3.9934 15.6420
O -12.2889 -4.2844 14.7578
H -11.6870 -6.0997 8.3894
H -9.2248 -7.3629 10.4859
H -7.6840 -7.0197 12.5707
H -8.3869 -5.4654 14.2293
H -9.3351 -4.1781 15.4577
N -13.9711 -7.4243 13.2495
N -15.3270 -7.5090 13.1045
C -16.1493 -6.8434 13.9220
N -17.4281 -7.1589 13.9795
S -15.4269 -5.5771 14.8561
H -13.4821 -8.3392 13.1946
H -13.7671 -6.9215 14.1692
H -15.6874 -8.1993 12.4433
H -17.8364 -7.8329 13.3200
H -18.1359 -6.6886 14.5076
N -12.8199 -2.6239 11.4453
C -12.8442 -1.9212 10.4981
C -13.2508 -1.0110 9.5332
C -14.6028 -0.7706 9.4809
N -15.7628 -0.6176 9.6115
C -12.2612 -0.3416 8.7304
N -11.4184 0.2291 8.1302
N -17.8756 -1.4552 11.1301
C -17.8770 -2.9646 11.0203
C -16.4343 -3.4993 11.3603
N -15.8575 -3.0999 12.6477
C -15.9524 -1.6125 12.7209
C -17.3667 -0.9635 12.4490
H -18.8473 -1.1154 11.0045
H -17.2679 -0.9869 10.3891
H -18.0754 -3.2598 9.9868
H -18.6188 -3.4927 11.7036
H -15.7616 -3.0584 10.5919
H -16.4504 -4.6125 11.2431
H -16.2302 -3.6077 13.4685
H -15.2923 -1.2207 11.9507
H -15.6544 -1.2610 13.6861
H -17.3349 0.1018 12.4691
H -17.9282 -1.2814 13.3335